--- 1 ---
ORCA calculation (ωB97M-V/def2-TZVPD) on one molecule with the formula C3H6O.

Calculated values
**SMILES**: C[C@H]1CO1
**Kohn-Sham gap**: 11.54 eV
**E_LUMO**: 0.04470 Eh
**Charge**: 0

Geometry (Å):
C1 -1.2350 0.2198 0.0899
C2 0.0523 -0.4741 -0.2861
C3 1.3474 0.0992 0.0585
O1 0.7865 -0.9483 0.8332
H1 -1.9368 -0.4392 0.6200
H2 -1.7392 0.6122 -0.7973
H3 -0.9910 1.0471 0.7666
H4 0.1420 -1.0150 -1.2212
H5 2.2318 -0.2194 -0.4935
H6 1.3421 1.1177 0.4299

Atomic partial charges in e from the Löwdin method, atoms 1 to 8: -0.042, -0.367, -0.145, -0.039, 0.083, 0.077, 0.081, 0.132


--- 2 ---
ORCA calculation (ωB97M-V/def2-TZVPD) on a 2-piece molecular cluster, C3H6O overall.

Calculated values
**SMILES**: C=C.C=O
**Kohn-Sham gap**: 10.33 eV
**E_LUMO**: 0.00868 Eh
**Charge**: 0

Geometry (Å):
C1 -1.4655 0.4239 -0.5000
C2 -0.8923 1.3074 0.3559
H1 -2.4164 0.5243 -0.8900
H2 -0.7770 -0.4589 -0.7743
H3 -1.5272 2.0351 0.7633
H4 0.1267 1.1531 0.6260
C3 1.7641 -1.3116 0.2158
O1 2.3732 -0.2781 0.5469
H5 2.0566 -1.6388 -0.8324
H6 0.7577 -1.7564 0.4887

Atomic partial charges in e from the Löwdin method, atoms 1 to 8: -0.057, -0.047, 0.010, 0.052, 0.026, 0.019, -0.128, -0.047


--- 3 ---
ORCA calculation (ωB97M-V/def2-TZVPD) on a 2-piece molecular cluster, C3H6O overall.

Calculated values
**SMILES**: C#C.CO
**Kohn-Sham gap**: 10.50 eV
**E_LUMO**: 0.03357 Eh
**Charge**: 0

Geometry (Å):
C1 1.5186 0.4056 -0.4408
C2 1.8512 -0.6753 -0.0111
H1 1.2853 1.3895 -0.7064
H2 2.0203 -1.6637 0.3945
C3 -0.9550 0.4819 0.1666
O1 -1.4909 -0.6215 -0.5415
H3 0.0516 0.8212 -0.3654
H4 -1.7562 1.2018 0.4007
H5 -0.5715 0.0090 0.9830
H6 -1.9535 -1.3484 0.1206

Atomic partial charges in e from the Löwdin method, atoms 1 to 8: -0.060, 0.054, 0.049, 0.044, -0.204, -0.184, 0.007, 0.091


--- 4 ---
ORCA calculation (ωB97M-V/def2-TZVPD) on C3H6O as an isolated structure.

Calculated values
**Kohn-Sham gap**: 11.13 eV
**E_LUMO**: 0.04279 Eh
**Charge**: 0

Geometry (Å):
C1 -0.8546 1.0698 0.2539
C2 0.0568 -0.0372 -0.4865
C3 0.9857 -0.9387 0.0552
H1 -0.9419 0.5975 1.3475
H2 -1.8025 1.1027 -0.2890
H3 -0.4967 1.9541 0.1062
H4 0.1589 -0.0192 -1.6058
H5 1.6188 -0.9191 1.2427
H6 1.5294 -1.4174 -0.7479
O1 -0.2538 -1.3924 0.1237

Atomic partial charges in e from the Löwdin method, atoms 1 to 8: -0.002, -0.234, -0.326, 0.138, 0.072, -0.018, 0.143, 0.195


Which of them is least stable? Easy: 3.


--- 1 ---
ORCA calculation (ωB97M-V/def2-TZVPD) on a 2-piece molecular cluster, C3H6O overall.

Calculated values
**SMILES**: C=C.C=O
**Kohn-Sham gap**: 10.58 eV
**E_LUMO**: 0.03577 Eh
**Charge**: 0

Geometry (Å):
C1 2.1918 -0.5578 -0.0348
C2 1.8228 0.6892 -0.2787
H1 2.4861 -0.9333 0.9398
H2 2.5530 -1.2571 -0.7819
H3 1.2370 1.2248 0.4632
H4 2.0716 1.2958 -1.1417
C3 -3.0904 -0.1172 0.1789
O1 -2.4813 -0.1006 1.2121
H5 -4.0046 -0.7312 0.1345
H6 -2.7861 0.4875 -0.6916

Atomic partial charges in e from the Löwdin method, atoms 1 to 8: -0.089, -0.084, 0.047, 0.039, 0.044, 0.045, -0.147, -0.012


--- 2 ---
ORCA calculation (ωB97M-V/def2-TZVPD) on one molecule with the formula C3H6O.

Calculated values
**SMILES**: C=C(C)O
**Kohn-Sham gap**: 9.62 eV
**E_LUMO**: 0.03289 Eh
**Charge**: 0

Geometry (Å):
C1 1.4462 -0.2463 0.3133
C2 0.1606 -0.3451 -0.0044
C3 -0.8054 0.8009 -0.0668
O1 -0.3186 -1.5647 -0.4003
H1 1.8807 0.6822 0.6389
H2 2.0533 -1.1396 0.2593
H3 -0.7003 1.3419 -1.0075
H4 -1.8500 0.4865 0.0251
H5 -0.5918 1.5154 0.7232
H6 -1.2746 -1.5312 -0.4807

Atomic partial charges in e from the Löwdin method, atoms 1 to 8: 0.039, -0.473, -0.042, 0.023, 0.056, 0.062, 0.086, 0.078


--- 3 ---
ORCA calculation (ωB97M-V/def2-TZVPD) on one molecule with the formula C3H6O.

Calculated values
**SMILES**: C/C=C/O
**Kohn-Sham gap**: 9.65 eV
**E_LUMO**: 0.04005 Eh
**Charge**: 0

Geometry (Å):
C1 0.8552 0.8772 1.4192
C2 0.2749 -0.2318 0.5578
C3 -0.3141 0.0903 -0.5912
O1 -0.8120 -0.8135 -1.4809
H1 1.5616 1.5033 0.8778
H2 0.0901 1.4623 1.9252
H3 1.4931 0.4336 2.1859
H4 -0.0159 -1.0903 1.1543
H5 -0.7649 1.0582 -0.7831
H6 -0.4176 -1.6687 -1.3386

Atomic partial charges in e from the Löwdin method, atoms 1 to 8: -0.128, -0.165, -0.223, 0.000, 0.066, 0.069, 0.061, 0.104


Which of them is least stable? Easy: 1.


--- 1 ---
ORCA calculation (ωB97M-V/def2-TZVPD) on a 2-piece molecular cluster, C3H9NS overall.

Calculated values
**Kohn-Sham gap**: 5.63 eV
**E_LUMO**: -0.01314 Eh
**Charge**: 0

Geometry (Å):
C1 -2.3055 -1.9294 -0.4160
S1 -1.0235 -0.7409 -0.0705
H1 -2.3816 -1.8662 -1.5128
H2 -2.1441 -2.9498 -0.0425
H3 -3.2323 -1.5805 0.1027
C2 0.7741 1.2803 0.4768
C3 0.5136 1.5845 -0.7539
N1 1.9698 0.4988 0.8768
H4 0.1318 1.5421 1.3430
H5 -0.3907 1.9861 -1.1340
H6 1.1748 1.3379 -1.6341
H7 2.5786 0.2472 -0.0011
H8 2.6755 0.9600 1.4184
H9 1.6595 -0.3701 1.3473

Atomic partial charges in e from the Löwdin method, atoms 1 to 8: -0.688, 0.292, -0.011, -0.003, 0.001, -0.380, -0.093, 0.150


--- 2 ---
ORCA calculation (ωB97M-V/def2-TZVPD) on C3H9NS as an isolated structure.

Calculated values
**Kohn-Sham gap**: 8.35 eV
**E_LUMO**: -0.00110 Eh
**Charge**: 0

Geometry (Å):
C1 1.0139 1.4575 0.1534
C2 0.8356 -0.0443 -0.2690
C3 -0.3259 -0.8584 0.3474
H1 -0.3276 1.9163 0.7400
H2 1.3521 2.2500 -0.9403
H3 1.6349 1.5600 1.3310
H4 0.8761 0.0434 -1.4063
H5 2.0786 -2.0398 0.7522
H6 3.0517 -0.0137 -0.1107
H7 -0.2287 -1.9805 0.0260
H8 -0.2026 -0.8846 1.3155
H9 -1.6487 0.9150 0.8931
N1 1.9674 -0.7332 -0.1940
S1 -1.8437 0.0023 -0.1646

Atomic partial charges in e from the Löwdin method, atoms 1 to 8: -0.147, -0.815, -0.544, 0.111, 0.161, 0.124, 0.130, 0.248


Which of them is least stable? Easy: 2.


--- 1 ---
ORCA calculation (ωB97M-V/def2-TZVPD) on a 2-piece molecular cluster, C3H9NS overall.

Calculated values
**SMILES**: C=N.CCS
**Kohn-Sham gap**: 9.11 eV
**E_LUMO**: 0.01180 Eh
**Charge**: 0

Geometry (Å):
C1 1.5250 -2.3225 -1.9122
N1 1.7159 -1.3911 -0.9753
H1 2.3712 -2.9500 -2.3258
H2 0.4998 -2.2796 -2.5159
H3 2.5923 -0.8322 -0.9884
C2 0.1103 0.4993 2.1106
C3 -1.0787 0.4592 1.2463
S1 -1.1666 1.3298 -0.3055
H4 0.9539 0.0867 1.4697
H5 0.4789 1.5101 2.1988
H6 -0.1187 -0.0053 3.0732
H7 -1.4699 -0.6022 1.1731
H8 -1.8375 0.9615 1.9622
H9 -0.1551 0.7563 -0.9995

Atomic partial charges in e from the Löwdin method, atoms 1 to 8: -0.122, -0.031, 0.058, 0.098, 0.050, -0.215, -0.730, 0.675


--- 2 ---
ORCA calculation (ωB97M-V/def2-TZVPD) on a 2-piece molecular cluster, C3H9NS overall.

Calculated values
**Kohn-Sham gap**: 7.96 eV
**E_LUMO**: -0.03120 Eh
**Charge**: 0

Geometry (Å):
C1 2.0781 -0.6430 -0.0282
C2 -0.0021 0.4724 0.2054
C3 -1.5084 0.6409 -0.3631
H1 2.4351 0.4359 -0.5594
H2 2.5533 -1.5754 -0.3443
H3 2.1672 -0.5361 1.1418
H4 0.1474 -1.3281 -0.3493
H5 0.0933 0.2194 1.3203
H6 0.4513 1.5436 -0.0230
H7 -2.0793 1.4467 -0.1688
H8 -1.3047 0.8968 -1.4040
H9 -3.5084 -0.1281 1.1773
N1 0.7047 -0.5628 -0.4902
S1 -2.2278 -0.8821 -0.1146

Atomic partial charges in e from the Löwdin method, atoms 1 to 8: -0.145, -0.356, -0.686, 0.139, 0.065, 0.092, 0.002, 0.116


Which of them is least stable? Easy: 2.


--- 1 ---
ORCA calculation (ωB97M-V/def2-TZVPD) on a 2-piece molecular cluster, C3H9NS overall.

Calculated values
**SMILES**: C=N.CCS
**Kohn-Sham gap**: 9.77 eV
**E_LUMO**: 0.03576 Eh
**Charge**: 0

Geometry (Å):
C1 -0.0603 -2.7950 -1.1380
N1 0.2673 -1.6112 -1.4080
H1 0.4675 -3.3482 -0.3714
H2 -0.8221 -3.2676 -1.7662
H3 -0.1482 -1.1029 -2.1731
C2 0.8945 1.4877 0.5547
C3 -0.4642 1.7661 1.1968
S1 -1.7009 0.4175 0.8836
H4 0.8035 1.3980 -0.5315
H5 1.3018 0.5436 0.9113
H6 1.5432 2.3444 0.7358
H7 -0.8887 2.6577 0.7482
H8 -0.2999 1.7881 2.2707
H9 -0.8935 -0.2781 0.0871

Atomic partial charges in e from the Löwdin method, atoms 1 to 8: -0.124, 0.002, 0.063, 0.067, 0.044, -0.190, -0.590, 0.654


--- 2 ---
ORCA calculation (ωB97M-V/def2-TZVPD) on one molecule with the formula C3H9NS.

Calculated values
**SMILES**: C[C@H](N)CS
**Kohn-Sham gap**: 9.76 eV
**E_LUMO**: 0.03509 Eh
**Charge**: 0

Geometry (Å):
C1 -0.5774 1.4204 0.5823
C2 -0.5057 -0.0448 0.0608
N1 -0.6595 -0.9045 1.2329
C3 0.8605 -0.2736 -0.6196
S1 0.7497 -1.6298 -1.8249
H1 -0.2293 2.1128 -0.1905
H2 -1.6179 1.7168 0.7221
H3 0.0868 1.6159 1.4168
H4 -1.3506 -0.2671 -0.5893
H5 -1.2339 -1.7295 1.1869
H6 0.2281 -1.0947 1.6731
H7 1.6406 -0.6132 0.0789
H8 1.2786 0.7126 -0.8347
H9 1.3300 -1.0212 -2.8949

Atomic partial charges in e from the Löwdin method, atoms 1 to 8: -0.081, -0.515, 0.013, -0.553, 0.691, 0.062, 0.073, 0.074


Which of them is least stable? Easy: 1.


--- 1 ---
ORCA calculation (ωB97M-V/def2-TZVPD) on one molecule with the formula C5H8N2.

Calculated values
**Kohn-Sham gap (spin up / spin down)**: 7.82 / 7.86 eV
**E_LUMO (spin up / spin down)**: 0.00051 / -0.00812 Eh
**Charge**: 0

Geometry (Å):
N1 2.0650 -0.7030 -0.2320
C1 0.9980 -0.0682 0.4676
C2 0.9662 1.4114 0.7077
N2 0.0171 2.1312 0.5497
C3 -0.4056 -0.1449 -0.4204
C4 -1.2566 1.0175 -0.0156
C5 -1.3511 -1.1763 -0.2366
H1 2.8544 -0.8862 0.3738
H2 2.3854 -0.1396 -1.0121
H3 0.8355 -0.5715 1.4250
H4 -0.0776 -0.0624 -1.4617
H5 -1.8056 0.9162 0.9187
H6 -1.8270 1.5118 -0.7935
H7 -1.6093 -1.8891 -1.0150
H8 -1.7888 -1.3469 0.7443

Atomic partial charges in e from the Löwdin method, atoms 1 to 8: 0.035, -0.336, -0.122, 0.085, -0.412, -0.063, 0.052, 0.078


--- 2 ---
ORCA calculation (ωB97M-V/def2-TZVPD) on one molecule with the formula C5H8N2.

Calculated values
**SMILES**: NCc1ccc[nH]1
**Kohn-Sham gap**: 9.06 eV
**E_LUMO**: 0.03750 Eh
**Charge**: 0

Geometry (Å):
N1 -2.2866 0.4512 -0.2996
C1 -1.4920 -0.4610 0.4188
C2 -0.0636 -0.1009 -0.0772
C3 0.5304 1.1215 0.1015
C4 1.9221 0.9100 0.0269
C5 2.1913 -0.4406 -0.0637
N2 0.8912 -1.0239 -0.1803
H1 -1.9235 0.4053 -1.2911
H2 -3.3199 0.2309 -0.3464
H3 -1.5083 -0.2286 1.5629
H4 -1.5985 -1.6146 0.3034
H5 0.0729 2.1010 0.1872
H6 2.6738 1.6413 0.1018
H7 3.1141 -0.9208 -0.2521
H8 0.7966 -2.0709 -0.1919

Atomic partial charges in e from the Löwdin method, atoms 1 to 8: -0.040, -0.279, -0.338, -0.068, -0.115, -0.085, 0.031, 0.101


Which of them is least stable? Easy: 1.


--- 1 ---
ORCA calculation (ωB97M-V/def2-TZVPD) on a 2-piece molecular cluster, C5H8N2 overall.

Calculated values
**Kohn-Sham gap**: 8.24 eV
**E_LUMO**: 0.01537 Eh
**Charge**: 0

Geometry (Å):
C1 2.5804 -0.0543 -0.1445
C2 1.0936 -2.1517 0.1005
C3 1.5830 -0.9245 -0.0350
C4 -1.1367 0.3280 -0.1524
C5 0.0244 0.7965 0.5844
N1 3.1482 0.9602 -0.0295
N2 0.5647 1.9281 0.0343
H1 0.1291 -2.4458 0.2683
H2 1.8535 -2.9446 -0.0776
H3 -0.9609 0.2298 -1.2785
H4 -1.5445 -0.5131 0.3165
H5 -1.9958 0.9969 -0.2662
H6 0.2405 0.5598 1.5864
H7 1.6561 2.0143 -0.2062
H8 0.0518 2.1221 -0.8042

Atomic partial charges in e from the Löwdin method, atoms 1 to 8: -0.313, 0.011, -0.148, -0.114, -0.213, 0.109, 0.041, 0.013


--- 2 ---
ORCA calculation (ωB97M-V/def2-TZVPD) on one molecule with the formula C5H8N2.

Calculated values
**SMILES**: C1=CNCCCN=1
**Kohn-Sham gap**: 9.26 eV
**E_LUMO**: 0.03857 Eh
**Charge**: 0

Geometry (Å):
C1 -0.8340 -1.3961 0.4487
C2 -1.2540 -0.4586 1.2797
N1 -1.3077 0.8513 0.7270
C3 -0.3074 1.1298 -0.3202
C4 1.0086 0.3501 -0.1135
C5 1.0166 -1.0519 -0.7584
N2 -0.2176 -1.8448 -0.5197
H1 -1.3376 -0.5978 2.3504
H2 -2.2353 1.1593 0.4555
H3 -0.6867 0.9070 -1.3314
H4 -0.1001 2.2072 -0.2912
H5 1.8268 0.9000 -0.5911
H6 1.2394 0.3171 0.9579
H7 1.0556 -0.9292 -1.8455
H8 1.9057 -1.6200 -0.4639

Atomic partial charges in e from the Löwdin method, atoms 1 to 8: -0.109, -0.170, -0.055, -0.213, -0.185, -0.210, 0.074, 0.097


--- 3 ---
ORCA calculation (ωB97M-V/def2-TZVPD) on one molecule with the formula C5H8N2.

Calculated values
**SMILES**: [H]/N=C/C(C)=C/N=C
**Kohn-Sham gap**: 9.73 eV
**E_LUMO**: 0.03264 Eh
**Charge**: 0

Geometry (Å):
H1 -2.4104 -0.1814 -2.8589
N1 -1.6534 0.1338 -2.2536
C1 -1.3898 -0.6088 -1.2720
C2 -0.2065 -0.1669 -0.3037
C3 0.5431 1.0567 -0.6710
C4 -0.0293 -1.0618 0.6475
N2 1.0885 -0.9137 1.6316
C5 1.3731 0.1038 2.3060
H2 -1.8739 -1.5763 -1.0667
H3 0.5144 1.1700 -1.7546
H4 1.5726 1.0076 -0.3192
H5 0.0608 1.9364 -0.2450
H6 -0.5767 -1.9744 0.8266
H7 2.2271 0.0645 2.9770
H8 0.7605 1.0105 2.3560

Atomic partial charges in e from the Löwdin method, atoms 1 to 8: 0.050, 0.079, -0.191, -0.265, -0.071, -0.095, -0.010, -0.077


Which of them is least stable? Easy: 1.


--- 1 ---
ORCA calculation (ωB97M-V/def2-TZVPD) on one molecule with the formula C5H8N2.

Calculated values
**Kohn-Sham gap**: 7.50 eV
**E_LUMO**: 0.02455 Eh
**Charge**: 0

Geometry (Å):
C1 1.9870 1.4323 -0.5952
C2 0.8004 0.5081 -0.2756
C3 0.7303 -0.3910 0.7326
N1 -0.5141 -1.0531 0.9328
C4 -1.4540 -0.8518 -0.0009
N2 -2.6925 -1.3085 0.3435
C5 -0.2005 1.1014 -1.0255
H1 2.2679 1.5937 -1.6522
H2 1.8487 2.4098 -0.1188
H3 2.8202 0.8990 -0.1686
H4 1.5759 -0.6751 1.3383
H5 -0.6842 -1.4596 1.8615
H6 -3.5388 -1.1763 -0.1903
H7 -2.8141 -2.1083 0.9423
H8 -0.1321 1.0794 -2.1239

Atomic partial charges in e from the Löwdin method, atoms 1 to 8: -0.072, -0.478, -0.131, -0.022, -0.158, 0.045, 0.144, 0.086


--- 2 ---
ORCA calculation (ωB97M-V/def2-TZVPD) on one molecule with the formula C5H8N2.

Calculated values
**SMILES**: Cc1cn(C)cn1
**Kohn-Sham gap**: 9.41 eV
**E_LUMO**: 0.03393 Eh
**Charge**: 0

Geometry (Å):
C1 2.5663 0.2150 -0.1902
C2 1.1356 -0.0359 0.0739
C3 0.0816 0.3231 -0.7144
N1 -0.9946 -0.2092 -0.0820
C4 -2.3901 0.1470 -0.1236
C5 -0.5752 -0.8020 1.0441
N2 0.7164 -0.7354 1.1743
H1 3.0584 0.5773 0.7145
H2 3.0611 -0.7162 -0.4798
H3 2.7044 0.9507 -0.9871
H4 0.0111 0.8735 -1.6362
H5 -2.6123 0.0847 -1.1777
H6 -3.0133 -0.5195 0.4718
H7 -2.5189 1.1790 0.1900
H8 -1.2303 -1.3319 1.7224

Atomic partial charges in e from the Löwdin method, atoms 1 to 8: -0.055, -0.373, -0.037, -0.159, -0.029, -0.200, 0.108, 0.076


--- 3 ---
ORCA calculation (ωB97M-V/def2-TZVPD) on one molecule with the formula C5H8N2.

Calculated values
**SMILES**: C[C@@H]1NC[C@H]1C#N
**Kohn-Sham gap**: 10.32 eV
**E_LUMO**: 0.03097 Eh
**Charge**: 0

Geometry (Å):
C1 1.1467 -1.3549 0.1232
C2 0.4463 -0.2733 -0.6045
N1 0.9340 1.0905 -0.3856
C3 -0.2799 1.4938 0.2583
C4 -0.7947 0.0581 0.2482
C5 -2.1286 -0.2122 -0.0548
N2 -3.2198 -0.5372 -0.0286
H1 1.4028 -0.9693 1.1069
H2 2.1159 -1.7590 -0.2766
H3 0.5497 -2.1795 0.2727
H4 0.2252 -0.4740 -1.5908
H5 1.2791 1.5122 -1.2012
H6 -1.0481 2.1677 -0.2830
H7 0.0024 1.9027 1.2110
H8 -0.6310 -0.4655 1.2049

Atomic partial charges in e from the Löwdin method, atoms 1 to 8: -0.060, -0.333, 0.003, -0.158, -0.270, -0.207, 0.162, 0.089


--- 4 ---
ORCA calculation (ωB97M-V/def2-TZVPD) on C5H8N2 as an isolated structure.

Calculated values
**Kohn-Sham gap**: 7.74 eV
**E_LUMO**: 0.00575 Eh
**Charge**: 0

Geometry (Å):
C1 2.6847 -0.3785 0.1455
C2 0.5381 0.1738 0.2040
C3 -0.3823 -0.6366 -0.4334
C4 -1.5207 0.1853 -0.2064
N1 -2.8628 -0.1454 -0.4795
C5 -1.0747 1.3779 0.3832
N2 0.2927 1.3779 0.5588
H1 2.4251 -0.6848 1.1548
H2 2.9491 -1.2420 -0.4674
H3 3.4661 0.3834 0.1733
H4 -0.3062 -1.6480 -0.8014
H5 -3.4589 -0.0328 0.3314
H6 -2.9615 -1.0899 -0.8294
H7 -1.6664 2.2156 0.7325
H8 1.8779 0.1439 -0.4661

Atomic partial charges in e from the Löwdin method, atoms 1 to 8: 0.038, -0.260, -0.026, -0.364, 0.069, -0.132, 0.063, 0.063


Which of them is least stable? Easy: 1.